{"formula": "C4H4Cl2N2O3RhSTm", "method": "ωB97M-V with the def2-TZVPD basis set", "symbols": ["Tm", "Rh", "Cl", "Cl", "S", "O", "O", "O", "N", "N", "C", "C", "C", "C", "H", "H", "H", "H"], "xyz": [[0.33496, 0.26802, -0.63761], [0.18917, 0.03334, -4.16953], [-0.60284, 1.69050, -2.56211], [0.90582, -1.44034, -2.45547], [0.40695, 0.97716, 1.95015], [0.72835, -1.32347, -6.75234], [-1.23343, -2.09152, 1.33527], [-0.38518, 1.60840, -6.58651], [0.75525, -0.63239, 4.12797], [-0.87333, 0.91208, 4.40468], [-0.24319, 1.12730, -5.54991], [-0.79939, -1.27679, 0.63573], [0.59489, -0.99450, -5.62880], [0.07455, 0.39712, 3.57050], [0.68909, -0.76582, 5.13826], [-1.29337, 1.81250, 4.19338], [1.52911, -1.01086, 3.60194], [-0.77740, 0.70926, 5.38440]], "forces_ev_per_a": [[0.980, 0.911, -3.416], [0.099, -0.341, 6.799], [-0.128, 0.253, 2.039], [0.373, -0.405, 2.146], [0.007, 0.892, 1.617], [-0.700, 1.815, 6.352], [2.057, 3.974, -3.423], [0.466, -1.750, 3.850], [0.019, 1.662, -2.144], [1.784, 0.706, -3.113], [-2.366, 6.764, -9.061], [-3.425, -5.729, 4.171], [2.379, -6.335, -11.300], [-1.494, -1.216, 4.456], [0.262, -0.377, -0.032], [-0.311, -0.018, 0.029], [0.311, -0.585, 0.377], [-0.315, -0.220, 0.655]], "e_tot_ha": -3002.5050, "gap_ev": [5.4, 5.4], "lumo_ev": [-16.29, -19.66], "relative_energy_kcal_mol": 32.04, "total_charge": 4, "multiplicity": 7, "largest_force_ha_per_bohr": 0.25614}



{"formula": "C4H5ClN2O", "method": "ωB97M-V with the def2-TZVPD basis set", "symbols": ["Cl", "O", "N", "N", "C", "C", "C", "C", "H", "H", "H", "H", "H"], "xyz": [[-2.83268, 0.09243, -0.94376], [-2.17167, 0.15483, 1.58536], [-1.09802, -1.42628, 0.43581], [-0.40839, 1.10680, -0.15296], [-1.67763, -0.21284, 0.46386], [0.99097, -0.81372, -0.51346], [0.76525, 0.56321, -0.35132], [0.07611, -1.76036, -0.06108], [-0.68997, 2.04335, 0.07507], [1.91330, -1.27437, -0.69823], [1.54689, 1.30957, -0.43055], [0.48745, -2.69457, -0.07304], [-2.87115, 0.78229, 1.65495]], "forces_ev_per_a": [[-0.127, -0.187, 0.371], [0.423, -0.301, 2.880], [-0.133, -0.787, 0.558], [-1.923, -3.339, 1.350], [1.844, 0.083, -4.043], [-0.896, 0.607, 0.569], [0.082, 1.011, -0.457], [-1.508, 4.705, -0.140], [0.903, 0.359, -0.035], [1.552, 0.374, -0.488], [0.652, -0.319, -0.158], [-0.063, -2.949, 0.371], [-0.807, 0.742, -0.778]], "e_tot_ha": -800.2808, "gap_ev": 8.7, "lumo_ev": 0.51, "relative_energy_kcal_mol": 61.99, "total_charge": 0, "largest_force_ha_per_bohr": 0.09611}



{"formula": "C57H53BrCdFN6O8STe", "method": "ωB97M-V with the def2-TZVPD basis set", "symbols": ["Te", "Cd", "Br", "S", "F", "O", "O", "O", "O", "O", "O", "O", "O", "N", "N", "N", "N", "N", "N", "C", "C", "C", "C", "C", "C", "C", "C", "C", "C", "C", "C", "C", "C", "C", "C", "C", "C", "C", "C", "C", "C", "C", "C", "C", "C", "C", "C", "C", "C", "C", "C", "C", "C", "C", "C", "C", "C", "C", "C", "C", "C", "C", "C", "C", "C", "C", "C", "C", "C", "C", "C", "C", "C", "C", "C", "C", "H", "H", "H", "H", "H", "H", "H", "H", "H", "H", "H", "H", "H", "H", "H", "H", "H", "H", "H", "H", "H", "H", "H", "H", "H", "H", "H", "H", "H", "H", "H", "H", "H", "H", "H", "H", "H", "H", "H", "H", "H", "H", "H", "H", "H", "H", "H", "H", "H", "H", "H", "H", "H"], "xyz": [[-1.00335, 0.34500, -1.52353], [0.89778, -2.22152, 0.46376], [4.39150, -0.12729, -5.73839], [0.57082, -5.74794, -0.23355], [-2.47162, 3.94515, 1.72913], [2.46863, -1.98607, 2.02999], [3.33658, -3.46760, -1.06708], [0.36154, -6.09943, 1.14336], [-0.56154, -5.88563, -1.11621], [2.76010, 0.74196, 0.24049], [3.67781, -1.41126, 3.82243], [1.53715, -0.67980, -1.03702], [0.22173, -0.07672, 1.55320], [-1.66561, -2.56667, -1.07124], [-0.86901, -2.74302, 1.66626], [-2.58610, 6.73878, 5.79814], [-1.62696, 5.41509, 3.99592], [1.29537, -4.29805, -0.38178], [1.92011, 2.12559, 4.50306], [-3.51844, 6.78221, 4.61770], [2.45067, 0.90323, 4.13502], [1.91678, -6.68413, -0.90241], [-2.11690, -3.58182, 3.35643], [-3.80368, 1.45052, -4.74027], [0.80798, 0.50541, 2.43739], [-2.71267, -1.94193, -5.10859], [3.78072, -0.23680, -1.63664], [0.51398, 2.11904, -3.51020], [4.09081, -6.26880, -1.82789], [-2.94617, 0.75864, -3.88544], [-0.96900, -2.85970, 3.00223], [2.92936, -5.81540, -1.23568], [2.61910, -0.03035, -0.69740], [4.65731, -0.30138, -3.85509], [3.17536, -8.50949, -1.73078], [-2.54257, 1.31777, -2.67134], [-3.00170, 5.71435, 3.61301], [-0.85013, 6.64083, 4.09621], [-5.39647, -3.65898, -1.95578], [1.45972, 3.04007, -3.94273], [2.04367, 2.53368, 6.94628], [-1.43269, 3.47653, 2.47060], [5.92971, -0.57219, -3.37951], [-3.70275, -2.09463, -4.15310], [1.99062, 0.08379, 3.17107], [-1.03183, -2.23025, -3.38309], [2.57683, -4.39833, -0.89434], [2.77857, -1.22646, 2.99253], [-3.39794, -2.32797, -2.81277], [-4.57155, -2.37101, -1.84930], [0.12442, 3.76592, 4.25944], [-3.90125, 3.26443, -3.16719], [1.19400, -3.42616, -3.66603], [2.17659, 3.79148, -3.01451], [0.44303, -2.24694, -3.03392], [-1.38633, -1.99296, -4.70480], [-2.20391, -3.40874, -0.27937], [0.94283, 2.73328, -1.23209], [0.25247, 1.94614, -2.14801], [-0.86123, 2.28088, 2.14343], [-1.26216, 7.34055, 5.41490], [-0.97545, 4.22192, 3.54928], [6.11221, -0.68602, -2.00405], [-3.04965, 2.56853, -2.31534], [2.00903, -8.04276, -1.13976], [-2.04285, -2.44756, -2.42333], [0.23791, 1.82189, 2.84857], [3.57336, -0.15178, -3.00812], [-4.27210, 2.71113, -4.39007], [1.90896, 3.64213, -1.66197], [0.77856, 2.58656, 3.88250], [2.58057, 2.87526, 5.56152], [5.04735, -0.50153, -1.13379], [-2.73073, -3.94943, 2.14284], [-1.94266, -3.40091, 1.13805], [4.20802, -7.63228, -2.07201], [-4.09248, 1.00542, -5.68615], [2.47929, 3.94015, 5.35674], [-0.02729, 1.52163, -4.23711], [-4.27222, 4.24302, -2.88050], [-3.59286, 4.80688, 3.68371], [-1.22359, 1.68793, 1.30575], [-3.09732, 6.10140, 2.59779], [7.09935, -0.91526, -1.61564], [-4.77215, -4.53999, -1.79422], [-1.38435, 8.41440, 5.30132], [-0.56707, 7.13903, 6.22671], [2.95230, 4.47181, -3.34694], [0.56659, -2.26932, -1.95413], [-2.36842, 5.74103, 5.91313], [-4.52984, 6.57496, 4.95538], [2.24369, -3.41711, -3.35466], [-2.58523, -0.22606, -4.16474], [0.75787, 2.61252, -0.17041], [2.57740, 0.03033, -3.39052], [-4.74776, -2.00220, -4.43814], [-0.59397, -1.83103, -5.42978], [3.64096, 2.64251, 5.50471], [1.65601, 3.15270, -5.00381], [0.45454, 4.32746, 5.12669], [4.87174, -5.56496, -2.09104], [-1.04729, 7.30307, 3.24411], [-2.76012, 3.01119, -1.36654], [-2.97686, 7.13514, 6.64576], [-4.92299, 3.25903, -5.06263], [0.21039, 6.41654, 4.10252], [0.88961, -1.31466, -3.39133], [-3.65269, -4.50323, 2.00540], [2.21019, 1.47689, 7.16058], [0.75005, -4.37013, -3.35929], [5.10830, -8.02134, -2.53076], [-2.90090, -4.17584, -0.63453], [0.96805, 2.72081, 7.00633], [-5.21927, -1.52240, -2.07982], [-2.96965, -1.75509, -6.14452], [1.20162, -8.71522, -0.87515], [3.32718, 0.57772, 4.68385], [-6.20229, -3.67235, -1.21472], [-0.20600, -2.45194, 3.65176], [5.17303, -0.58834, -0.05987], [3.28219, -9.56870, -1.93415], [-3.48042, 7.78836, 4.20920], [2.54792, 3.12595, 7.71439], [-5.84425, -3.75131, -2.94933], [1.16638, -3.37047, -4.75807], [2.47379, 4.20888, -0.92996], [-2.43848, -3.82794, 4.35759], [-4.23045, -2.23984, -0.82596], [6.75502, -0.70216, -4.06819]], "forces_ev_per_a": [[-0.252, 1.515, -0.051], [-0.101, 0.164, 0.305], [-0.006, -0.012, 0.037], [-0.033, 0.318, 0.179], [-0.022, 0.052, -0.010], [0.039, 0.295, 0.386], [0.105, 0.247, 0.033], [0.028, -0.109, 0.052], [-0.019, 0.061, -0.099], [0.062, 0.017, 0.248], [-0.099, 0.004, -0.071], [1.180, 0.728, 0.831], [-0.073, -0.529, -0.242], [0.246, 0.147, -0.531], [-0.278, -0.141, 0.165], [0.099, 0.080, -0.412], [0.012, 0.197, 0.011], [0.920, -0.268, -0.384], [0.055, -0.031, -0.033], [0.048, -0.166, -0.051], [-0.086, 0.223, 0.057], [0.034, -0.158, -0.128], [0.052, 0.033, -0.230], [0.074, 0.036, 0.200], [0.210, 0.264, 0.150], [-0.093, -0.840, -0.108], [-0.009, -0.067, -0.083], [0.012, 0.076, 0.055], [0.144, -0.131, -0.062], [0.122, 0.286, 0.221], [-0.224, -0.145, -0.039], [-0.095, 0.037, 0.038], [-0.738, -0.293, -0.344], [-0.024, 0.017, 0.035], [0.111, 0.040, -0.031], [-0.165, 0.058, -0.076], [0.194, 0.002, 0.267], [-0.185, -0.032, -0.059], [0.019, 0.029, 0.015], [-0.040, -0.017, 0.078], [-0.037, 0.001, 0.009], [-0.074, 0.096, -0.034], [-0.028, -0.028, 0.070], [-0.055, -0.509, -0.185], [-0.170, 0.030, 0.070], [0.238, -0.301, -0.254], [-0.854, -0.086, 0.306], [0.141, -0.270, -0.345], [-0.005, -0.084, 0.003], [0.150, -0.141, -0.121], [0.098, 0.096, 0.124], [0.026, -0.097, -0.036], [0.033, 0.176, 0.004], [-0.068, -0.061, -0.023], [-0.302, -0.484, -0.325], [0.040, -0.324, -0.154], [-0.207, -0.219, 0.358], [0.060, 0.056, -0.012], [0.253, -0.050, 0.038], [-0.042, -0.122, -0.218], [0.037, -0.082, -0.075], [-0.142, 0.032, 0.060], [0.003, 0.049, -0.033], [-0.027, 0.004, 0.013], [-0.062, 0.011, 0.051], [-0.328, -0.253, 0.134], [0.128, -0.102, -0.020], [0.087, -0.044, -0.001], [0.041, -0.053, 0.073], [-0.089, -0.063, -0.015], [0.187, 0.006, 0.195], [-0.150, -0.174, 0.015], [0.039, -0.007, -0.008], [-0.085, 0.034, 0.410], [0.157, -0.088, -0.433], [-0.089, 0.002, 0.047], [-0.006, -0.021, 0.001], [0.042, 0.073, -0.055], [0.035, -0.018, 0.013], [0.011, -0.017, -0.005], [-0.046, -0.055, 0.004], [-0.017, -0.014, 0.017], [-0.013, 0.045, -0.059], [-0.072, -0.001, -0.027], [-0.020, 0.026, -0.001], [-0.076, 0.029, 0.034], [0.004, -0.036, 0.037], [-0.042, 0.013, 0.003], [-0.071, -0.103, -0.569], [-0.036, -0.115, 0.155], [-0.009, -0.019, 0.037], [-0.146, 0.061, -0.045], [-0.007, 1.064, 0.249], [0.085, -0.063, -0.063], [0.061, 0.038, -0.002], [0.049, 0.026, 0.018], [-0.023, 0.007, 0.026], [0.076, 0.002, -0.002], [0.010, -0.025, 0.051], [-0.036, -0.027, -0.034], [-0.034, -0.030, 0.029], [0.033, 0.012, -0.013], [0.007, -0.005, -0.050], [-0.033, 0.074, 0.056], [0.004, -0.008, 0.025], [0.052, -0.022, 0.018], [-0.092, -0.075, 0.133], [0.146, 0.025, 0.006], [-0.019, 0.042, 0.004], [-0.065, -0.165, 0.042], [-0.005, -0.014, -0.020], [-0.019, 0.107, 0.005], [0.051, -0.006, 0.009], [-0.028, 0.078, 0.006], [0.004, 0.041, 0.004], [0.029, 0.043, -0.022], [0.000, 0.030, -0.008], [0.054, 0.017, -0.068], [0.021, -0.028, -0.020], [0.013, 0.025, -0.092], [0.024, 0.026, 0.005], [0.025, 0.062, 0.041], [-0.026, -0.031, -0.032], [0.037, -0.012, 0.051], [-0.034, -0.038, 0.012], [-0.018, -0.016, -0.010], [0.006, -0.001, -0.008], [0.021, 0.054, 0.070], [-0.032, 0.010, 0.034]], "e_tot_ha": -6642.1926, "gap_ev": 3.3, "lumo_ev": -0.47, "relative_energy_kcal_mol": 30.92, "total_charge": -1, "largest_force_ha_per_bohr": 0.03144}



{"formula": "C13H7F3N2O", "method": "ωB97M-V with the def2-TZVPD basis set", "symbols": ["F", "F", "F", "O", "N", "N", "C", "C", "C", "C", "C", "C", "C", "C", "C", "C", "C", "C", "C", "H", "H", "H", "H", "H", "H", "H"], "xyz": [[0.13440, -4.23147, -0.44562], [1.85128, -3.57547, -1.68231], [-0.21519, -3.87948, -2.59727], [0.35672, -2.19578, 2.90633], [0.17383, -1.65380, 0.21016], [0.04798, -1.03016, -2.01925], [0.01051, 1.30222, 2.44731], [-0.47125, 2.95649, -0.76654], [0.21479, -2.00243, -1.14244], [0.21124, -1.02720, 3.15959], [-0.18363, 2.31518, 1.50912], [0.05217, -0.36125, 0.69598], [-0.41086, 1.27130, -2.52356], [-0.13746, 0.26999, -1.59914], [-0.27434, 1.96533, 0.16341], [0.50936, -3.44664, -1.51142], [-0.10902, 0.63560, -0.25258], [-0.56382, 2.58941, -2.12161], [0.05896, -0.05178, 2.06189], [0.34051, -0.64334, 4.19393], [-0.76724, 3.39135, -2.82780], [-0.54960, 3.96560, -0.44929], [-0.52406, 0.93829, -3.55246], [0.38600, -2.40527, 0.89326], [0.11469, 1.54559, 3.50343], [-0.25598, 3.35772, 1.74687]], "forces_ev_per_a": [[0.582, 0.463, -1.127], [-1.422, -0.363, -0.306], [1.647, 0.704, 1.482], [-0.080, -1.431, 0.405], [0.717, -2.508, 0.116], [0.424, -3.137, 0.165], [-0.480, 1.735, -0.940], [-0.172, -0.769, -2.662], [-0.842, 4.845, 0.143], [0.765, 0.740, -1.462], [0.424, -1.666, 2.027], [0.032, -1.218, 0.794], [0.043, -0.827, -0.528], [-0.380, 0.648, -0.514], [0.214, 0.239, 0.129], [-0.749, -0.469, 0.227], [0.024, -0.042, 0.221], [-0.067, 1.062, 1.132], [0.159, 0.110, 0.892], [-0.375, 0.050, -0.213], [0.063, -0.342, -0.133], [-0.137, 0.756, 0.099], [0.115, 0.337, 0.064], [-0.427, 0.895, -0.257], [-0.102, -0.060, -0.164], [0.025, 0.249, 0.409]], "e_tot_ha": -983.9723, "gap_ev": 7.5, "lumo_ev": -0.13, "total_charge": 0, "smiles": "O=Cc1ccc2cccc3c2c1NC(C(F)(F)F)=N3", "largest_force_ha_per_bohr": 0.09568}



Please write out number 2 again, unchanged.
{"formula": "C4H5ClN2O", "method": "ωB97M-V with the def2-TZVPD basis set", "symbols": ["Cl", "O", "N", "N", "C", "C", "C", "C", "H", "H", "H", "H", "H"], "xyz": [[-2.83268, 0.09243, -0.94376], [-2.17167, 0.15483, 1.58536], [-1.09802, -1.42628, 0.43581], [-0.40839, 1.10680, -0.15296], [-1.67763, -0.21284, 0.46386], [0.99097, -0.81372, -0.51346], [0.76525, 0.56321, -0.35132], [0.07611, -1.76036, -0.06108], [-0.68997, 2.04335, 0.07507], [1.91330, -1.27437, -0.69823], [1.54689, 1.30957, -0.43055], [0.48745, -2.69457, -0.07304], [-2.87115, 0.78229, 1.65495]], "forces_ev_per_a": [[-0.127, -0.187, 0.371], [0.423, -0.301, 2.880], [-0.133, -0.787, 0.558], [-1.923, -3.339, 1.350], [1.844, 0.083, -4.043], [-0.896, 0.607, 0.569], [0.082, 1.011, -0.457], [-1.508, 4.705, -0.140], [0.903, 0.359, -0.035], [1.552, 0.374, -0.488], [0.652, -0.319, -0.158], [-0.063, -2.949, 0.371], [-0.807, 0.742, -0.778]], "e_tot_ha": -800.2808, "gap_ev": 8.7, "lumo_ev": 0.51, "relative_energy_kcal_mol": 61.99, "total_charge": 0, "largest_force_ha_per_bohr": 0.09611}



Repeat the fourth record exactly.
{"formula": "C13H7F3N2O", "method": "ωB97M-V with the def2-TZVPD basis set", "symbols": ["F", "F", "F", "O", "N", "N", "C", "C", "C", "C", "C", "C", "C", "C", "C", "C", "C", "C", "C", "H", "H", "H", "H", "H", "H", "H"], "xyz": [[0.13440, -4.23147, -0.44562], [1.85128, -3.57547, -1.68231], [-0.21519, -3.87948, -2.59727], [0.35672, -2.19578, 2.90633], [0.17383, -1.65380, 0.21016], [0.04798, -1.03016, -2.01925], [0.01051, 1.30222, 2.44731], [-0.47125, 2.95649, -0.76654], [0.21479, -2.00243, -1.14244], [0.21124, -1.02720, 3.15959], [-0.18363, 2.31518, 1.50912], [0.05217, -0.36125, 0.69598], [-0.41086, 1.27130, -2.52356], [-0.13746, 0.26999, -1.59914], [-0.27434, 1.96533, 0.16341], [0.50936, -3.44664, -1.51142], [-0.10902, 0.63560, -0.25258], [-0.56382, 2.58941, -2.12161], [0.05896, -0.05178, 2.06189], [0.34051, -0.64334, 4.19393], [-0.76724, 3.39135, -2.82780], [-0.54960, 3.96560, -0.44929], [-0.52406, 0.93829, -3.55246], [0.38600, -2.40527, 0.89326], [0.11469, 1.54559, 3.50343], [-0.25598, 3.35772, 1.74687]], "forces_ev_per_a": [[0.582, 0.463, -1.127], [-1.422, -0.363, -0.306], [1.647, 0.704, 1.482], [-0.080, -1.431, 0.405], [0.717, -2.508, 0.116], [0.424, -3.137, 0.165], [-0.480, 1.735, -0.940], [-0.172, -0.769, -2.662], [-0.842, 4.845, 0.143], [0.765, 0.740, -1.462], [0.424, -1.666, 2.027], [0.032, -1.218, 0.794], [0.043, -0.827, -0.528], [-0.380, 0.648, -0.514], [0.214, 0.239, 0.129], [-0.749, -0.469, 0.227], [0.024, -0.042, 0.221], [-0.067, 1.062, 1.132], [0.159, 0.110, 0.892], [-0.375, 0.050, -0.213], [0.063, -0.342, -0.133], [-0.137, 0.756, 0.099], [0.115, 0.337, 0.064], [-0.427, 0.895, -0.257], [-0.102, -0.060, -0.164], [0.025, 0.249, 0.409]], "e_tot_ha": -983.9723, "gap_ev": 7.5, "lumo_ev": -0.13, "total_charge": 0, "smiles": "O=Cc1ccc2cccc3c2c1NC(C(F)(F)F)=N3", "largest_force_ha_per_bohr": 0.09568}